Entry 1:
This record from the OMol25 dataset describes a cluster of 2 separate species, C18H39BrCl2N4O2P in total. The level of theory is wB97M-V/def2-TZVPD.

Cartesian coordinates (Å):
1 C -1.065 -0.911 0.727
2 C -1.247 -0.842 2.322
3 C -0.059 -0.030 2.972
4 C -2.701 -0.413 2.783
5 C -3.792 -0.770 1.675
6 C -2.885 1.109 3.137
7 O -3.196 1.937 1.973
8 C -2.019 2.462 1.404
9 N -1.462 3.748 1.871
10 C -0.878 4.264 0.656
11 N -0.168 5.409 0.708
12 N -1.194 3.469 -0.497
13 C -0.148 2.563 -1.030
14 Cl 1.553 3.083 -0.588
15 C -0.280 2.376 -2.606
16 C -0.151 3.732 -3.414
17 Cl -1.809 1.474 -3.048
18 C -2.487 2.832 -0.064
19 P -3.717 4.294 -0.234
20 O -5.166 3.734 -0.894
21 Br -2.882 5.622 -1.901
22 H -1.584 -0.072 0.197
23 H -1.385 -1.929 0.381
24 H 0.049 -0.796 0.568
25 H -1.112 -1.912 2.660
26 H 0.801 -0.755 3.080
27 H -0.286 0.345 4.005
28 H 0.333 0.817 2.350
29 H -2.973 -1.036 3.681
30 H -3.659 -0.185 0.731
31 H -3.678 -1.856 1.396
32 H -4.836 -0.544 2.036
33 H -2.061 1.568 3.738
34 H -3.809 1.179 3.783
35 H -1.227 1.684 1.281
36 H -2.097 4.425 2.301
37 H 0.759 5.452 1.121
38 H -0.561 6.265 0.315
39 H -0.244 1.520 -0.606
40 H 0.568 1.691 -2.891
41 H 0.784 3.651 -4.034
42 H -0.127 4.603 -2.715
43 H -1.000 3.774 -4.145
44 H -2.776 1.844 -0.501
45 H -5.559 3.047 -0.331
46 C 3.505 -6.186 -0.760
47 C 2.642 -4.961 -1.036
48 N 3.070 -3.769 -0.319
49 C 2.096 -2.689 -0.364
50 C 1.785 -2.068 -1.727
51 C 4.458 -3.367 -0.516
52 C 4.919 -3.076 -1.945
53 H 3.562 -6.394 0.310
54 H 3.072 -7.060 -1.250
55 H 4.519 -6.067 -1.147
56 H 1.623 -5.210 -0.720
57 H 2.600 -4.795 -2.121
58 H 2.405 -1.894 0.325
59 H 1.156 -3.069 0.054
60 H 2.590 -1.413 -2.063
61 H 0.884 -1.451 -1.653
62 H 1.600 -2.819 -2.496
63 H 5.101 -4.151 -0.106
64 H 4.671 -2.494 0.109
65 H 4.568 -3.822 -2.660
66 H 6.012 -3.079 -1.985
67 H 4.596 -2.091 -2.283

Cartesian forces (eV/Å) of the 2 atoms listed first:
0.88 0.04 1.30
0.12 -0.29 -0.51

## Properties
- total charge = +1
- HOMO (eV) = -9.9
- spin multiplicity = 1
- energy relative to the best compared isomer or geometry (same formula, charge and spin) (kcal per mole) = 72.2

---

Entry 2:
This record from the OMol25 dataset describes the molecule C4H6N2. The level of theory is wB97M-V/def2-TZVPD.

Cartesian coordinates (Å):
1 C 0.338 0.134 -1.851
2 C 0.323 0.300 -0.410
3 C 0.557 -1.130 0.416
4 C -0.719 0.550 1.656
5 H 0.834 -0.826 -2.156
6 H 0.267 1.024 -2.669
7 H 1.541 -1.356 0.698
8 H -0.151 -1.871 -0.051
9 H -1.576 0.894 2.266
10 H -0.601 1.972 0.171
11 N -0.287 -0.731 1.608
12 N -0.525 1.041 0.322

Cartesian forces (eV/Å) of the 2 atoms listed first:
1.42 2.23 1.86
-0.01 -5.13 -5.49

## Properties
- HOMO (eV) = -7.9
- spin multiplicity = 1
- energy relative to the best compared isomer or geometry (same formula, charge and spin) (kcal per mole) = 87.5

---

Entry 3:
This record from the OMol25 dataset describes a structure of composition C23H27GaN6OP. The level of theory is wB97M-V/def2-TZVPD.

Cartesian coordinates (Å):
1 Ga -1.267 0.079 -0.070
2 O -3.316 -1.469 -0.463
3 N -2.027 -1.601 -0.932
4 C -1.675 -2.513 -1.756
5 C -0.331 -2.725 -2.230
6 C -0.165 -3.813 -3.107
7 C 1.084 -4.195 -3.557
8 C 2.208 -3.496 -3.147
9 C 2.068 -2.391 -2.317
10 C 0.819 -1.986 -1.854
11 P 0.932 -0.422 -0.900
12 C 2.143 -0.582 0.423
13 C 2.725 0.582 0.931
14 C 3.630 0.489 1.973
15 C 3.931 -0.751 2.523
16 C 3.327 -1.903 2.036
17 C 2.428 -1.827 0.987
18 C 1.360 0.857 -2.099
19 C 2.677 1.243 -2.337
20 C 2.929 2.220 -3.288
21 C 1.884 2.796 -3.994
22 C 0.571 2.396 -3.769
23 C 0.309 1.428 -2.819
24 H -3.933 -2.144 -0.822
25 H -2.424 -3.224 -2.119
26 H -1.033 -4.368 -3.431
27 H 1.189 -5.044 -4.211
28 H 3.194 -3.794 -3.470
29 H 2.954 -1.846 -2.013
30 H 2.482 1.547 0.506
31 H 4.105 1.382 2.349
32 H 4.643 -0.819 3.330
33 H 3.563 -2.865 2.466
34 H 1.964 -2.726 0.604
35 H 3.499 0.803 -1.790
36 H 3.948 2.525 -3.472
37 H 2.096 3.557 -4.728
38 H -0.235 2.840 -4.334
39 H -0.715 1.084 -2.636
40 C -1.864 -0.221 4.602
41 N -2.250 0.982 3.884
42 C -2.606 2.143 4.688
43 C -2.182 1.030 2.564
44 N -1.684 0.041 1.825
45 N -2.684 2.159 1.944
46 C -2.975 2.366 0.624
47 N -3.811 3.360 0.360
48 N -2.447 1.628 -0.332
49 H -2.254 -0.158 5.614
50 H -0.777 -0.321 4.661
51 H -2.305 -1.111 4.152
52 H -2.634 1.854 5.736
53 H -3.597 2.535 4.447
54 H -1.857 2.933 4.579
55 H -1.386 -0.758 2.375
56 H -3.114 2.823 2.585
57 H -4.270 3.906 1.075
58 H -4.078 3.588 -0.587
59 H -2.770 1.896 -1.260

Cartesian forces (eV/Å) of the 2 atoms listed first:
0.15 -0.03 0.20
-0.83 -0.47 -0.16

## Properties
- total charge = +3
- HOMO (eV) = -17.2
- spin multiplicity = 1
- energy relative to the best compared isomer or geometry (same formula, charge and spin) (kcal per mole) = 4.4

---

Entry 4:
This record from the OMol25 dataset describes the ion C2H2N3O with charge +1. The level of theory is wB97M-V/def2-TZVPD.

Cartesian coordinates (Å):
1 C -0.214 0.695 -0.316
2 C -3.149 -0.219 0.018
3 N -1.440 1.449 -0.005
4 N -2.459 0.861 0.149
5 N -0.479 -0.495 -0.117
6 O -4.055 -0.872 -0.032
7 H 0.708 1.173 -0.738
8 H 0.104 -1.280 -0.360

Cartesian forces (eV/Å) of the 2 atoms listed first:
0.13 -1.10 -0.89
2.49 0.84 -0.01

## Properties
- total charge = +1
- HOMO (eV) = -16.4
- spin multiplicity = 1
- energy relative to the best compared isomer or geometry (same formula, charge and spin) (kcal per mole) = 70.6